<1>
The following is a quantum chemistry calculation of the molecule C5H9FN2, from OMol25.

HOMO level, Eh: -0.3167
Lowest unoccupied orbital energy, Eh: 0.041
Frontier orbital gap, eV: 9.731
Net charge: 0

Geometry (Å):
N 1.155 -0.523 0.724
H -1.477 -1.653 -0.973
C -0.908 0.610 0.708
N -0.180 -0.690 0.435
C 0.078 1.307 1.619
H 0.130 -2.364 -0.740
H 1.188 -0.474 -1.863
C -0.373 -1.402 -0.836
C 1.291 0.523 1.414
F 0.204 2.654 1.224
H -1.089 1.102 -0.243
H 0.024 -1.220 -3.001
H 2.272 0.755 1.873
H -0.208 1.366 2.672
H -1.839 0.273 1.213
C 0.125 -0.616 -2.073
H -0.391 0.350 -2.153


<2>
The following is a quantum chemistry calculation of the molecule C5H9FN2, from OMol25.

HOMO level, Eh: -0.3102
Lowest unoccupied orbital energy, Eh: 0.033
Frontier orbital gap, eV: 9.346
Net charge: 0

Geometry (Å):
H -2.855 -0.629 0.466
F 2.337 0.364 -0.478
H -2.820 -1.921 -2.049
C 1.128 0.053 1.302
H 1.741 -0.271 2.072
C 0.091 1.049 -0.395
C -1.996 -0.471 -0.266
N -0.868 0.164 0.394
C -1.847 -1.593 -1.337
C 1.390 1.226 0.361
H -0.881 -1.514 -2.029
H -2.587 0.373 -1.023
N -0.060 -0.618 1.201
H -1.515 -2.415 -0.628
H -0.332 1.959 -0.765
H 0.271 0.478 -1.279
H 1.849 2.267 0.393


Which one sits at the bottom of the stability order? <2> does.


<1>
The following is a quantum chemistry calculation of a cluster of 2 separate species, C4H13N2O in total, from OMol25.

Expectation value of S²: 0.75
Multiplicity: 2
HOMO level (spin up / spin down), Eh: -0.7507 / -0.7518
Lowest unoccupied orbital energy (spin up / spin down), Eh: -0.287 / -0.448
Frontier orbital gap (spin up / spin down), eV: 12.606 / 8.267
Net charge: +2

Geometry (Å):
H 1.608 -0.350 3.059
H -0.250 0.282 -1.351
C 1.053 -1.292 2.937
O 0.646 -1.218 -0.789
H -0.004 -1.935 -0.702
H -2.516 0.303 -2.311
H -0.304 -0.583 1.579
H -0.642 3.046 -2.383
H 0.256 -1.365 3.667
N 0.456 -1.271 1.612
H 0.996 2.240 -1.982
H 2.135 -1.833 0.497
H 1.690 -2.162 3.064
H 1.733 -0.089 0.474
H -2.537 0.830 -0.630
H -2.617 2.049 -1.930
C -0.090 2.200 -1.995
C 1.321 -1.102 0.458
N -0.727 1.158 -1.644
C -2.207 1.092 -1.632


<2>
The following is a quantum chemistry calculation of the ion C4H13N2O with charge +2, from OMol25.

Expectation value of S²: 0.76
Multiplicity: 2
HOMO level (spin up / spin down), Eh: -0.6990 / -0.6881
Lowest unoccupied orbital energy (spin up / spin down), Eh: -0.278 / -0.516
Frontier orbital gap (spin up / spin down), eV: 11.454 / 4.692
Net charge: +2

Geometry (Å):
H -1.519 1.997 1.803
H 0.553 1.614 -0.835
H -0.569 1.443 3.059
O -0.666 0.287 -1.617
H 0.872 1.804 0.797
C 0.416 -0.145 0.376
H 1.371 -1.043 -2.241
H 1.071 -2.440 -1.090
N 1.021 1.193 -0.030
C -0.288 -0.829 -0.801
H -1.778 -0.097 1.169
H -1.172 -1.413 -0.522
N -0.702 1.436 2.044
H -0.458 -0.610 2.299
H 2.032 1.123 -0.191
C -0.746 0.092 1.513
H 0.062 -2.038 -2.592
C 0.633 -1.666 -1.735
H -1.313 0.015 -2.288
H 1.181 -0.723 0.880


Which one sits at the bottom of the stability order? <2> does.


<1>
The following is a quantum chemistry calculation of a structure of composition C5H9FO, from OMol25.

HOMO level, Eh: -0.3454
Lowest unoccupied orbital energy, Eh: 0.034
Frontier orbital gap, eV: 10.312
Net charge: 0

Geometry (Å):
H -0.779 -1.755 1.456
H 2.732 -0.139 1.183
C -0.698 -0.308 0.025
H -0.791 -0.225 2.145
H -2.188 -0.810 1.258
F -2.278 0.492 -1.329
H 1.492 1.135 1.174
H -0.575 0.888 -3.021
C -0.932 0.317 -1.086
C -1.158 -0.750 1.353
C 0.016 0.783 -2.173
H 1.134 -0.634 1.954
O 1.158 -0.585 0.010
C 1.576 0.015 1.159
H 0.504 1.603 -1.750
H 0.789 -0.027 -2.357


<2>
The following is a quantum chemistry calculation of the molecule C5H9FO, from OMol25.

HOMO level, Eh: -0.3532
Lowest unoccupied orbital energy, Eh: 0.030
Frontier orbital gap, eV: 10.430
Net charge: 0

Geometry (Å):
C -1.385 -0.212 -1.175
H 1.910 -0.926 0.650
O -0.569 1.014 1.541
C 1.113 0.261 -0.923
F -1.585 -1.523 -0.763
H -1.023 1.162 2.393
H -0.563 -0.994 1.003
H 1.870 0.877 0.947
H 0.091 0.123 -2.724
C 0.009 0.023 -1.660
H 0.375 -0.565 2.457
H -1.583 0.467 -0.325
C 0.096 -0.233 1.434
H -2.117 -0.076 -1.947
H 2.045 0.599 -1.462
C 1.316 0.004 0.554


<3>
The following is a quantum chemistry calculation of a structure of composition C5H9FO, from OMol25.

HOMO level, Eh: -0.3231
Lowest unoccupied orbital energy, Eh: 0.032
Frontier orbital gap, eV: 9.665
Net charge: 0

Geometry (Å):
C -0.914 -1.254 0.020
H -0.965 -2.434 0.117
H 1.677 -1.562 -1.023
H 0.321 -0.975 -1.917
H -0.299 2.702 0.079
H -1.423 1.433 0.014
H 1.594 1.178 0.987
H -1.556 -0.793 0.863
O 1.187 0.697 -1.036
C 0.755 0.809 0.427
H 1.152 -1.284 1.084
H -0.982 1.896 1.790
C 0.458 -0.715 0.351
C 0.929 -0.626 -1.014
C -0.604 1.729 0.617
F -1.331 -0.800 -1.360


Which one sits at the bottom of the stability order? <3> does.


<1>
The following is a quantum chemistry calculation of a structure of composition C11H14N2O4, from OMol25.

HOMO level, Eh: -0.3098
Lowest unoccupied orbital energy, Eh: 0.013
Frontier orbital gap, eV: 8.789
Net charge: 0

Geometry (Å):
C -0.374 0.149 -0.597
C 1.967 1.661 -0.851
H 0.336 1.501 1.649
H 1.510 -0.195 -1.645
C -0.367 -2.224 -1.695
O 2.547 1.960 -1.874
C -1.395 -1.702 0.458
H -0.808 0.550 0.337
C -0.688 -3.601 -1.541
H -0.161 -1.752 -2.761
N 1.839 -0.263 0.493
H -0.289 -4.418 -2.254
H -1.900 -3.554 1.569
H 0.905 -0.972 1.093
C -0.443 3.609 1.441
O -1.517 -5.261 -0.320
H -0.694 0.780 -1.488
H 2.142 3.550 -0.123
H 1.398 3.060 2.288
C 0.870 2.622 1.393
H -1.938 4.074 2.538
C -0.749 -1.226 -0.667
C 1.195 0.192 -0.688
H 2.919 -0.650 0.421
N 1.779 2.693 0.173
O -1.018 3.608 2.603
C -1.359 -3.987 -0.340
O -1.023 3.852 0.368
H -1.520 -1.290 1.595
C -1.557 -3.050 0.651
H -1.737 -5.617 0.528


<2>
The following is a quantum chemistry calculation of the molecule C11H14N2O4, from OMol25.

HOMO level, Eh: -0.3064
Lowest unoccupied orbital energy, Eh: 0.014
Frontier orbital gap, eV: 8.730
Net charge: 0

Geometry (Å):
C -3.569 2.724 1.135
H -5.374 2.773 1.672
H 3.473 -1.818 -3.059
H -0.231 -2.288 -0.052
H -0.475 3.272 -0.128
C -2.537 3.369 0.478
O -4.779 3.354 1.199
O 2.663 -0.838 0.450
H 0.712 0.581 1.815
H 4.611 -3.817 -2.018
C -2.098 0.861 1.612
C -1.285 2.759 0.390
C -1.039 1.505 0.964
H 4.018 -1.589 -1.378
H 1.044 1.624 0.462
C 1.794 -0.744 -0.402
C 3.170 -1.901 -2.009
H 1.230 -1.192 -2.295
H -1.950 -0.147 2.055
O 1.703 -3.728 -1.367
C 2.801 -3.363 -1.697
H -4.160 0.959 2.228
H -2.716 4.348 0.048
N 2.038 -1.047 -1.727
H -0.173 -0.108 -0.994
C 0.359 -0.371 -0.071
O 3.808 -4.245 -1.827
H 0.267 -1.770 1.386
N -0.288 -1.498 0.576
C -3.345 1.470 1.711
C 0.328 0.866 0.843


Which one sits at the bottom of the stability order? <1> does.


<1>
The following is a quantum chemistry calculation of the ion C2H6N5S with charge +1, from OMol25.

HOMO level, Eh: -0.4831
Lowest unoccupied orbital energy, Eh: -0.156
Frontier orbital gap, eV: 8.892
Net charge: +1

Geometry (Å):
N 0.243 -1.880 -0.541
H -1.930 0.276 0.484
H -2.337 -0.467 -0.953
C -0.193 -0.755 -0.296
H -0.219 2.306 0.485
H 1.264 -1.979 -0.867
H -2.107 -1.515 0.463
H -0.663 1.251 1.654
N -1.841 -0.651 -0.054
C 2.612 0.466 -0.233
N 0.189 0.544 -0.110
S 4.083 -0.078 -0.351
N 1.538 1.051 -0.297
N -0.641 1.432 0.617


<2>
The following is a quantum chemistry calculation of a cluster of 2 separate species, C2H6N5S in total, from OMol25.

HOMO level (spin up / spin down), Eh: -0.5278 / -0.5278
Lowest unoccupied orbital energy (spin up / spin down), Eh: -0.278 / -0.278
Frontier orbital gap (spin up / spin down), eV: 6.801 / 6.802
Net charge: +1

Geometry (Å):
N 1.970 -0.684 1.160
H -1.813 0.844 0.428
N 1.381 -1.861 0.980
H 0.353 -1.363 -2.690
C 1.705 0.090 0.051
N 0.604 -0.588 -2.101
N -0.996 0.475 0.930
H 0.399 0.389 -2.367
C 1.035 -0.742 -0.864
H 2.326 -0.498 2.084
S 2.223 1.624 -0.224
H -1.111 -0.519 0.818
N 0.967 -1.970 -0.245
H -1.100 0.770 1.869


<3>
The following is a quantum chemistry calculation of the ion C2H6N5S with charge +1, from OMol25.

HOMO level, Eh: -0.4326
Lowest unoccupied orbital energy, Eh: -0.156
Frontier orbital gap, eV: 7.518
Net charge: +1

Geometry (Å):
H -1.266 -0.672 0.783
H -1.171 2.773 -0.568
C 0.501 -1.261 0.042
N 0.113 -2.538 -0.003
N 1.914 -0.811 -0.418
N -1.357 1.878 -0.183
N 0.908 1.630 0.155
H -0.761 -2.929 0.339
H 0.761 -3.288 -0.018
H -2.196 1.457 -0.496
N -0.406 -0.294 0.396
S 2.316 0.586 0.353
C -0.301 1.040 0.072
H 0.945 2.429 -0.453


Which one sits at the bottom of the stability order? <1> does.


<1>
The following is a quantum chemistry calculation of the molecule C2H2BrFO, from OMol25.

HOMO level, Eh: -0.3836
Lowest unoccupied orbital energy, Eh: 0.008
Frontier orbital gap, eV: 10.662
Net charge: 0

Geometry (Å):
F 0.937 1.875 0.921
O -0.667 1.598 -1.252
H -0.376 -0.447 -1.250
C 0.668 0.674 0.525
C -0.193 0.632 -0.743
Br 2.345 -0.059 -0.211
H 0.221 0.116 1.275


<2>
The following is a quantum chemistry calculation of a cluster of 2 separate species, C2H2BrFO in total, from OMol25.

HOMO level (spin up / spin down), Eh: -0.3405 / -0.3405
Lowest unoccupied orbital energy (spin up / spin down), Eh: -0.031 / -0.031
Frontier orbital gap (spin up / spin down), eV: 8.410 / 8.410
Net charge: 0

Geometry (Å):
H 0.114 0.328 0.829
H -0.096 -0.003 -1.030
C 0.826 2.431 -0.120
F 2.111 1.899 0.042
C -0.473 0.422 -0.059
Br -2.265 0.586 0.015
O 0.564 3.576 -0.077


Which one sits at the bottom of the stability order? <2> does.


<1>
The following is a quantum chemistry calculation of a structure of composition C8H8O, from OMol25.

HOMO level, Eh: -0.2932
Lowest unoccupied orbital energy, Eh: 0.021
Frontier orbital gap, eV: 8.540
Net charge: 0

Geometry (Å):
C 0.864 -0.405 0.240
C -0.246 -1.148 2.164
C -1.321 0.522 0.847
H -0.882 -0.870 -1.726
C 1.301 1.372 -1.963
C -0.211 0.389 0.051
H 1.536 -2.125 1.365
O -0.420 -0.199 -2.282
H 2.045 1.740 -1.216
C -1.365 -0.324 1.919
H -0.334 -2.042 2.927
H 0.865 2.342 -2.566
H 1.749 0.871 -2.745
C 0.183 0.527 -1.367
C 0.802 -1.306 1.274
H -2.308 -0.339 2.478
H -2.256 0.995 0.598


<2>
The following is a quantum chemistry calculation of a structure of composition C8H8O, from OMol25.

HOMO level, Eh: -0.3437
Lowest unoccupied orbital energy, Eh: 0.013
Frontier orbital gap, eV: 9.702
Net charge: 0

Geometry (Å):
C -0.025 0.634 -0.294
C 1.314 -0.071 -0.040
H -1.046 2.390 -0.866
H 3.330 -1.245 -0.522
H -3.173 1.456 -0.285
C 2.450 -0.546 -0.912
H 1.458 0.976 1.902
H -3.276 -0.935 0.742
C -1.088 1.424 -0.520
H -1.242 -2.284 1.178
C 0.007 -0.573 0.352
C -1.152 -1.282 0.702
O 2.202 0.611 1.348
H 1.944 -1.177 -1.691
C -2.344 -0.477 0.447
H 2.887 0.323 -1.437
C -2.245 0.777 -0.104


Which one sits at the bottom of the stability order? <2> does.